(1)
{"formula": "C27H30GaI2", "method": "ωB97M-V with the def2-TZVPD basis set", "charge": -1, "homo_lumo_gap_ev": 6.84, "homo_energy_ev": -5.00, "species": ["H", "H", "H", "H", "I", "H", "C", "H", "C", "C", "C", "C", "H", "C", "C", "C", "C", "H", "H", "C", "H", "H", "C", "H", "C", "H", "H", "H", "H", "C", "H", "C", "H", "C", "H", "C", "I", "H", "C", "C", "C", "C", "H", "C", "H", "H", "C", "H", "H", "C", "C", "H", "Ga", "H", "C", "H", "C", "H", "C", "H"], "xyz": [[-0.399896, -1.753063, -2.071792], [-7.691357, 4.387072, 1.702602], [7.444907, 2.601107, -2.280290], [-7.435950, 2.645101, 6.918953], [-10.686511, 4.153613, 4.601706], [4.064203, -2.917074, 3.528482], [4.182443, 1.966877, -1.638095], [3.537814, -5.001826, -0.170041], [4.257171, -1.733830, 1.750006], [-2.225243, 0.262604, -0.448037], [-8.574042, 3.833930, 2.008605], [0.407557, -1.733627, -2.792258], [-4.330737, 0.628261, -0.232943], [-3.328919, 0.598398, 1.659034], [-1.012499, 0.112078, 0.210475], [-3.383655, 0.506857, 0.276680], [-2.118123, 0.441974, 2.318521], [7.244081, 0.402278, -3.388494], [5.083705, -0.799796, -3.364389], [3.740540, -4.084775, 0.368702], [4.388754, -0.810636, -0.180922], [-7.896742, 0.381734, 5.682372], [4.070613, 0.729620, -2.256831], [-0.013254, 0.079557, 2.107996], [-8.280894, 3.007337, 3.214802], [1.840904, 0.316219, -5.073341], [5.485336, 3.601245, -1.157351], [-2.268531, 0.190552, -1.528560], [4.457500, -0.816393, 2.288136], [4.219357, -1.729195, 0.362639], [-2.080016, 0.509673, 3.397827], [3.774052, -4.088646, 1.756096], [-0.107148, -0.073105, -0.355121], [4.035563, -2.913607, 2.446625], [3.295878, -1.659182, -5.347887], [2.261954, -2.818573, -3.868060], [-6.540884, 1.819656, 2.975681], [3.595291, -5.007410, 2.299513], [2.483218, -1.681683, -4.632859], [5.172589, 0.166740, -2.884980], [6.498254, 2.076487, -2.274300], [3.964938, -2.905244, -0.327276], [3.322286, 2.406524, -1.149820], [-8.934487, 2.935037, 4.371957], [3.125200, 0.202636, -2.248423], [-4.235130, 0.794268, 2.220045], [-0.958789, 0.200104, 1.594548], [-8.871597, 3.211604, 1.169690], [2.899948, -3.685212, -3.989509], [1.227021, -2.842826, -2.943154], [1.663869, -0.571712, -4.480441], [-9.881952, 1.586052, 6.885214], [-8.512538, 1.805167, 6.071082], [1.060734, -3.723992, -2.337340], [5.397115, 2.638798, -1.644367], [-9.362350, 4.546232, 2.193388], [6.385502, 0.840688, -2.896229], [-0.018147, 0.264870, -3.444931], [0.622688, -0.599667, -3.563779], [3.938407, -2.899881, -1.409556]], "atomic_forces_ev_per_a": [[-0.01, -0.01, 0.01], [0.20, 0.08, -0.10], [0.01, 0.01, 0.00], [-0.04, 0.09, -0.07], [0.10, -0.01, -0.09], [-0.01, 0.00, 0.01], [0.00, 0.01, 0.01], [0.00, -0.01, 0.00], [-0.02, -0.02, 0.01], [0.02, 0.00, -0.02], [0.37, -0.06, -0.28], [-0.06, -0.01, 0.03], [-0.02, 0.01, 0.01], [-0.04, -0.03, 0.06], [0.04, 0.00, -0.04], [-0.01, 0.00, -0.05], [0.02, 0.00, 0.00], [0.01, -0.01, 0.00], [-0.02, -0.01, -0.01], [0.00, -0.01, -0.01], [0.03, 0.02, 0.00], [-0.02, 0.01, -0.18], [-0.04, 0.02, -0.01], [0.01, -0.01, 0.00], [-0.84, 0.40, 0.53], [0.00, 0.01, 0.00], [0.00, 0.01, 0.00], [0.00, 0.01, -0.01], [0.00, 0.01, 0.01], [0.02, 0.02, 0.05], [-0.01, 0.01, 0.01], [0.00, -0.01, 0.00], [0.02, 0.00, 0.01], [0.00, 0.01, 0.02], [0.00, 0.00, -0.02], [0.03, 0.00, 0.02], [-0.16, 0.11, -0.01], [0.00, -0.01, 0.01], [0.01, 0.00, -0.03], [0.02, -0.01, -0.02], [0.01, 0.00, 0.00], [0.01, -0.01, -0.03], [-0.01, 0.00, 0.01], [0.51, -0.53, 0.05], [-0.01, -0.01, -0.01], [0.22, -0.07, -0.08], [0.00, 0.00, 0.01], [-0.02, -0.18, -0.19], [0.01, -0.01, 0.00], [0.02, -0.01, -0.01], [-0.01, 0.00, -0.05], [0.00, 0.14, -0.11], [-0.02, -0.10, 0.34], [-0.01, -0.01, 0.01], [0.00, 0.01, 0.00], [-0.27, 0.14, 0.18], [0.01, -0.01, 0.01], [0.00, 0.01, 0.01], [0.00, 0.01, 0.02], [-0.02, 0.02, -0.01]], "lowdin_charge": [0.091, 0.052, 0.098, -0.139, 0.654, 0.099, -0.088, 0.098, -0.090, -0.105, -0.249, -0.090, 0.102, -0.113, -0.112, -0.087, -0.084, 0.099, 0.094, -0.098, 0.078, -0.157, -0.111, 0.097, -0.943, 0.105, 0.099, 0.091, 0.101, -0.082, 0.104, -0.100, 0.082, -0.099, 0.101, -0.108, 0.864, 0.098, -0.112, -0.096, -0.100, -0.091, 0.104, -0.893, 0.091, -0.044, -0.098, 0.065, 0.101, -0.094, -0.109, -0.147, 0.074, 0.104, -0.096, -0.010, -0.095, 0.102, -0.096, 0.085]}



(2)
{"formula": "C27H30N2O7", "method": "ωB97M-V with the def2-TZVPD basis set", "e_above_lowest_ev": 0.4025, "homo_lumo_gap_ev": 8.33, "homo_energy_ev": -8.08, "species": ["H", "H", "O", "H", "C", "H", "N", "H", "H", "H", "C", "C", "H", "C", "C", "H", "C", "O", "C", "H", "C", "H", "H", "O", "H", "H", "N", "C", "H", "H", "C", "H", "H", "H", "C", "O", "C", "H", "C", "C", "O", "H", "C", "C", "H", "H", "C", "H", "C", "C", "C", "C", "H", "H", "C", "C", "H", "C", "O", "H", "H", "C", "C", "H", "C", "O"], "xyz": [[5.161777, -5.282706, -0.488166], [-2.835047, -1.227049, -2.540849], [-0.760447, -2.452890, 0.679363], [0.485191, 7.205399, 4.059986], [3.023217, -2.873090, 0.543947], [-3.920197, -1.462941, -1.177862], [-2.041293, 0.184699, 0.400822], [-3.732222, 6.569277, 1.373558], [-2.465603, 1.208183, -3.403526], [-1.573961, -3.918700, 1.893463], [4.305138, -4.971051, -2.954244], [0.177337, 0.355365, -0.339997], [0.717199, 5.568446, 4.720534], [0.284994, -1.756597, -1.502711], [1.460262, -0.386358, -0.041025], [3.913455, -5.457542, -4.989673], [-3.149833, -0.804657, -1.584949], [-2.905114, -2.916771, 0.229282], [-0.593867, -0.541072, -1.301169], [-4.092503, 0.972126, -0.830605], [-0.633409, -3.676051, 1.396301], [-4.657733, 0.443470, -2.414058], [-0.373747, -4.476853, 0.701710], [-0.432608, 5.785630, 3.004998], [1.343613, 3.813397, 3.391497], [4.444135, -4.093863, 1.568421], [1.450765, -1.564467, -0.773412], [4.002223, -3.848985, 0.614550], [0.406990, 1.341497, -0.747138], [3.705851, -3.743971, -4.596284], [-2.791436, 6.226612, 1.804805], [-2.713170, -0.031260, 1.127215], [-2.480925, 2.574386, 0.597167], [2.483082, -4.912403, -4.083919], [-1.637391, 2.833458, 1.214997], [-2.638119, 4.904911, 1.339811], [3.548357, -4.760205, -4.239988], [0.165122, -3.532239, 2.120415], [-1.942609, -2.209749, 0.094620], [0.415758, 2.264959, 2.282530], [0.046732, -2.717557, -2.183818], [1.203346, 1.559377, 2.495529], [-2.850021, 1.593621, -2.460786], [-3.769042, 0.577931, -1.793675], [-0.772387, -0.080014, -2.272203], [-3.402490, 2.506547, -2.671595], [3.839174, -4.205293, -1.764110], [2.424403, -2.938478, -2.782294], [-1.951053, -0.847773, -0.622514], [2.870679, -3.208707, -1.840364], [2.464072, -2.553299, -0.687708], [4.405768, -4.513021, -0.527240], [-2.855203, 6.268210, 2.894076], [-1.979681, 6.873481, 1.466195], [-0.487001, 4.501076, 2.519979], [0.661705, 6.161867, 3.802176], [-2.020385, 1.847941, -1.808220], [0.493626, 3.551489, 2.782995], [5.242694, -5.732431, -2.879945], [-0.378595, -0.211628, 1.681017], [1.607354, 6.080337, 3.256658], [-0.724347, 0.503674, 0.913339], [-0.658874, 1.894821, 1.490686], [2.702260, -2.353419, 1.432018], [-1.582000, 4.130246, 1.716933], [2.346034, -0.039342, 0.692453]], "atomic_forces_ev_per_a": [[0.05, -0.05, 0.00], [-0.01, -0.10, -0.04], [0.06, 0.29, 0.05], [0.07, -0.07, 0.02], [-0.12, 0.05, -0.12], [0.07, 0.00, -0.12], [0.04, 0.00, 0.03], [0.06, 0.00, 0.04], [0.10, -0.01, -0.12], [0.15, 0.01, -0.02], [-0.10, 0.00, -0.28], [-0.17, 0.03, 0.10], [0.02, 0.01, -0.04], [-0.06, 0.27, -0.17], [-0.15, 0.27, -0.17], [0.02, 0.01, 0.02], [-0.20, 0.06, 0.20], [0.13, -0.07, -0.01], [-0.08, 0.04, 0.06], [-0.12, 0.01, -0.01], [-0.14, -0.39, 0.19], [-0.05, 0.00, 0.06], [-0.01, 0.04, 0.04], [-0.26, -0.28, -0.26], [0.07, 0.08, 0.07], [0.03, -0.02, 0.08], [0.42, -0.20, -0.17], [0.01, -0.04, -0.03], [0.04, -0.09, 0.01], [-0.06, 0.12, -0.04], [-0.17, 0.46, 0.09], [-0.03, 0.04, 0.00], [-0.14, -0.02, -0.08], [-0.12, 0.05, -0.01], [0.11, 0.15, 0.14], [0.19, -0.30, -0.04], [0.19, -0.23, -0.11], [-0.02, 0.00, -0.05], [-0.42, -0.06, -0.02], [-0.10, -0.01, -0.02], [-0.14, -0.11, -0.09], [0.10, -0.10, 0.03], [-0.28, -0.07, 0.09], [0.25, -0.12, -0.14], [0.04, -0.05, 0.05], [0.04, 0.13, -0.05], [0.07, 0.14, 0.57], [-0.04, 0.00, -0.08], [-0.24, -0.31, -0.25], [0.15, -0.11, 0.01], [0.20, -0.17, 0.10], [-0.01, -0.02, -0.13], [0.00, 0.01, -0.09], [-0.09, -0.04, 0.04], [-0.08, 0.15, -0.01], [0.16, 0.06, 0.12], [0.18, 0.09, 0.04], [0.02, 0.10, 0.04], [-0.03, 0.01, 0.01], [-0.06, 0.18, -0.16], [-0.03, -0.01, 0.03], [0.34, 0.11, 0.23], [0.00, 0.04, 0.17], [-0.02, 0.06, 0.06], [0.06, -0.08, -0.02], [0.11, 0.06, 0.17]], "lowdin_charge": [0.118, 0.131, -0.053, 0.095, 0.002, 0.113, 0.081, 0.093, 0.075, 0.096, -0.402, -0.070, 0.097, -0.366, -0.354, 0.085, -0.113, 0.136, -0.064, 0.098, -0.010, 0.108, 0.108, -0.119, 0.103, 0.108, 0.113, -0.051, 0.172, 0.090, -0.076, 0.158, 0.116, 0.090, 0.053, -0.066, -0.012, 0.094, -0.416, -0.029, 0.141, 0.109, -0.101, -0.239, 0.154, 0.073, -0.140, 0.114, -0.304, 0.054, -0.156, -0.009, 0.095, 0.094, -0.190, -0.084, 0.054, -0.010, 0.088, 0.157, 0.097, -0.217, -0.175, 0.115, -0.184, 0.130]}